[1]
{
  "formula": "C21H22MgN5O4",
  "method": "ωB97M-V/def2-TZVPD",
  "relative_energy_kcal_mol": 41.8,
  "multiplicity": 1,
  "charge": 1,
  "e_tot_ev": -43218.1564,
  "elements": ["Mg", "O", "O", "O", "O", "N", "N", "N", "N", "N", "C", "C", "C", "C", "C", "C", "C", "C", "C", "C", "C", "C", "C", "C", "C", "C", "C", "C", "C", "C", "C", "H", "H", "H", "H", "H", "H", "H", "H", "H", "H", "H", "H", "H", "H", "H", "H", "H", "H", "H", "H", "H", "H"],
  "xyz": [[-0.278948, 0.221277, -0.548359], [-2.129586, -3.175311, -1.633087], [1.687470, 0.067818, -0.793842], [0.611679, 1.986950, -0.790210], [-1.691317, -3.027193, 1.305245], [-1.184054, -1.465745, -0.360169], [-0.941440, 0.437418, 1.417226], [5.059841, 2.270569, 3.506556], [2.104259, 0.198897, 2.368357], [-0.973412, 0.061108, -2.504796], [-1.389500, -1.926314, 0.903537], [-1.460483, 0.087248, 4.112099], [-1.494369, -0.991319, 3.246973], [3.960824, 1.845200, 2.566506], [3.675122, 1.066105, -2.532864], [-1.594692, -2.097872, -1.496499], [-1.180846, 1.351024, 3.604207], [-0.879456, 0.887109, -3.548676], [4.406165, 2.870433, -3.939605], [1.594969, 1.277280, -1.162810], [-1.196037, 0.497204, -4.836724], [-0.922097, 1.477847, 2.252743], [2.456919, 3.149005, -2.567410], [-1.239118, -0.776698, 1.899983], [2.613363, 1.850019, -2.089519], [2.994303, 0.868610, 3.268092], [-1.391740, -1.197872, -2.710772], [3.353896, 3.658411, -3.492080], [-1.610364, -0.810441, -5.054592], [4.572343, 1.579789, -3.455050], [-1.709609, -1.670498, -3.974513], [-0.537905, 1.892496, -3.332802], [5.714837, 1.502737, 3.655564], [2.403769, 1.428676, 4.001206], [3.433013, 2.738326, 2.237270], [3.232643, 4.664725, -3.870911], [4.416530, 1.367760, 1.700782], [-1.732949, -1.993382, 3.573770], [3.577486, 0.115194, 3.807373], [-1.180310, 2.224226, 4.242439], [5.394920, 0.970488, -3.805977], [1.595374, 0.833249, 1.764397], [2.558430, -0.492120, 1.784782], [-1.118886, 1.202683, -5.651635], [-0.702100, 2.441966, 1.806235], [3.769452, 0.056772, -2.155024], [1.627082, 3.741649, -2.205886], [5.095198, 3.259571, -4.678275], [4.669963, 2.525887, 4.415338], [-1.862141, -1.150949, -6.049941], [5.583532, 3.068811, 3.147813], [-2.038907, -2.694905, -4.073204], [-1.672311, -0.050665, 5.164371]],
  "atomic_forces_ev_per_a": [[-0.46, 0.67, 0.13], [0.13, 0.12, -0.04], [0.35, 0.09, -0.07], [0.20, 0.29, -0.14], [0.05, 0.14, 0.02], [-0.37, -0.90, 0.09], [-0.11, -0.08, 0.46], [-0.01, 0.02, -0.03], [-0.02, -0.01, -0.13], [-0.12, -0.27, -0.37], [-0.15, -0.22, -0.11], [0.00, 0.00, -0.08], [0.02, 0.01, -0.05], [-0.50, -0.35, -0.19], [-0.06, 0.01, 0.09], [-0.14, -0.28, 0.14], [-0.01, -0.02, 0.04], [0.04, 0.04, -0.06], [0.03, 0.00, -0.03], [0.79, 0.41, -0.10], [-0.02, -0.06, -0.04], [0.00, 0.08, 0.05], [0.01, -0.01, 0.08], [-0.15, -0.01, 0.34], [-0.01, 0.05, -0.02], [0.21, 0.13, -0.06], [-0.18, -0.02, -0.32], [0.02, 0.01, 0.00], [0.03, 0.06, 0.10], [0.03, -0.03, 0.01], [0.00, -0.01, 0.07], [0.00, -0.01, 0.01], [0.05, -0.02, 0.06], [0.07, -0.04, 0.07], [0.10, 0.07, 0.02], [-0.01, -0.01, 0.00], [0.14, 0.07, 0.04], [0.01, -0.01, -0.03], [-0.04, 0.01, 0.06], [0.00, 0.00, -0.02], [-0.01, 0.00, -0.02], [-0.02, -0.05, 0.05], [0.01, 0.03, -0.03], [0.02, 0.02, 0.02], [0.03, -0.03, 0.00], [0.00, -0.02, -0.04], [-0.02, 0.00, -0.03], [0.01, 0.01, 0.03], [0.01, 0.06, 0.05], [0.01, 0.01, -0.01], [0.06, 0.04, 0.00], [-0.02, 0.00, 0.02], [0.01, 0.02, 0.00]],
  "lowdin_charge": [0.620, 0.117, -0.035, -0.045, 0.118, 0.055, 0.052, 0.192, 0.047, 0.065, -0.425, -0.031, 0.025, -0.130, -0.018, -0.420, -0.050, -0.090, -0.074, -0.607, -0.034, -0.124, -0.023, -0.155, -0.145, -0.271, -0.151, -0.069, -0.027, -0.070, 0.023, 0.118, 0.174, 0.120, 0.136, 0.107, 0.136, 0.127, 0.125, 0.108, 0.107, 0.049, 0.092, 0.112, 0.121, 0.117, 0.117, 0.108, 0.172, 0.117, 0.174, 0.126, 0.116]
}


[2]
{
  "formula": "C23H55N3OP4SeY",
  "method": "ωB97M-V/def2-TZVPD",
  "relative_energy_kcal_mol": 0.0,
  "multiplicity": 1,
  "charge": 3,
  "e_tot_ev": -134783.9389,
  "elements": ["Y", "Se", "P", "P", "P", "P", "O", "N", "N", "N", "C", "C", "C", "C", "C", "C", "C", "C", "C", "C", "C", "C", "C", "C", "C", "C", "C", "C", "C", "C", "C", "C", "C", "H", "H", "H", "H", "H", "H", "H", "H", "H", "H", "H", "H", "H", "H", "H", "H", "H", "H", "H", "H", "H", "H", "H", "H", "H", "H", "H", "H", "H", "H", "H", "H", "H", "H", "H", "H", "H", "H", "H", "H", "H", "H", "H", "H", "H", "H", "H", "H", "H", "H", "H", "H", "H", "H", "H"],
  "xyz": [[0.384642, 0.247623, -0.115899], [-1.297425, 1.094655, -2.094435], [-1.318426, -0.289139, 2.414654], [2.079330, -0.676804, -2.462629], [2.029277, 2.613844, -0.330085], [2.864124, -1.166506, 0.759802], [-0.006450, -0.790317, 1.806215], [-1.155465, -0.128869, 4.033235], [-2.502857, -1.358700, 2.079252], [-1.315964, 1.282803, 1.724519], [-2.388649, 0.056847, 4.808759], [-0.382411, -2.846434, -0.394854], [-4.959329, -0.673193, -3.647635], [-0.036779, -0.750621, 4.760209], [3.901277, -0.776132, -2.759101], [-4.672177, 1.527310, -4.641019], [-3.032599, 0.701671, -3.025252], [2.522811, 3.778733, 1.013848], [1.607874, -2.334993, -3.122110], [-2.396183, -2.707341, 2.692976], [1.317132, 3.786401, -1.557981], [-0.272378, 2.102629, 2.421871], [-3.859548, -1.021091, 1.650070], [4.572941, -0.521709, 0.737938], [-1.229170, -2.151595, -1.197861], [3.078081, -2.881460, 0.141428], [-3.514109, 1.702516, -3.877629], [-2.570897, 2.070596, 1.611550], [-5.390063, 0.325493, -4.544816], [2.705880, -1.528229, 2.563472], [-3.773912, -0.481112, -2.899958], [3.688682, 2.414616, -1.100818], [1.689407, 0.381346, -3.921693], [3.369477, -2.910996, -0.913204], [2.793094, -0.600969, 3.147088], [2.174221, -3.127095, -2.615981], [2.252674, 1.323620, -3.863794], [-3.952485, -1.145585, 0.558022], [-3.183547, -3.318484, 2.229486], [4.065245, -0.849271, -3.843926], [-2.109796, 0.225096, 5.854369], [-0.132664, 3.022537, 1.835895], [-5.006144, 2.326096, -5.310008], [4.343110, -1.656104, -2.278196], [-1.717803, 0.453001, -0.683854], [4.403910, 0.125459, -2.391095], [0.013436, -0.302713, 5.766427], [-0.595216, 2.370372, 3.450865], [4.981732, -0.508900, -0.275160], [-2.960562, 0.932097, 4.459049], [3.437179, 4.314726, 0.726788], [3.859065, -3.359920, 0.744878], [-0.569595, -2.831113, 0.678639], [0.699447, 1.574776, 2.477366], [1.729072, 4.506174, 1.216813], [-1.195061, -2.165489, -2.292984], [4.581378, 0.494214, 1.143503], [0.484266, -3.409046, -0.758718], [-3.021116, -0.844224, 4.760164], [-3.130296, 2.145865, 2.563639], [-2.955340, 2.628603, -3.944120], [4.224067, 1.591772, -0.621008], [0.240207, 3.889371, -1.384207], [-2.112870, -1.649840, -0.783627], [-4.163472, -0.011267, 1.952275], [-5.560621, -1.589891, -3.524431], [1.834978, -2.356468, -4.196728], [-2.580880, -2.673343, 3.779754], [1.730156, -1.987700, 2.769467], [-3.451606, -1.262792, -2.215287], [0.541963, -2.526843, -2.966842], [-3.210036, 1.647454, 0.831033], [3.606197, 2.203571, -2.171524], [4.261049, 3.338539, -0.946606], [1.803176, 4.767726, -1.467760], [-1.416642, -3.155395, 2.484640], [-6.284536, 0.164844, -5.153656], [-4.535935, -1.729517, 2.145886], [2.144762, -3.437443, 0.268235], [1.988400, -0.161641, -4.831221], [1.450428, 3.398171, -2.574907], [2.716820, 3.216913, 1.933619], [5.193309, -1.162383, 1.373911], [-2.282002, 3.086284, 1.301984], [3.506905, -2.218959, 2.860886], [-0.197766, -1.839786, 4.872473], [0.615014, 0.608487, -3.948502], [0.914585, -0.565431, 4.244165]],
  "atomic_forces_ev_per_a": [[1.97, -1.48, 0.89], [-2.38, -0.67, 0.59], [1.35, -0.72, 1.40], [0.15, -0.04, -1.20], [1.04, 1.46, -0.72], [0.04, -0.35, 0.99], [-0.15, 0.18, -0.11], [0.21, -0.01, -0.13], [-0.51, 0.86, -0.47], [-0.71, -0.19, -0.29], [-0.30, -0.13, 0.09], [-0.69, 0.91, -0.59], [0.32, 0.61, 0.00], [0.16, -0.20, 0.30], [0.07, 0.11, 0.31], [0.00, -0.55, 0.18], [-0.96, -0.05, -0.66], [-0.37, -0.35, 0.47], [-0.14, 0.02, 0.12], [0.14, 0.00, 0.11], [-0.45, -0.12, 0.08], [0.06, 0.27, 0.35], [-0.53, 0.02, -0.19], [-0.03, 0.06, -0.11], [0.46, -0.75, 0.52], [0.03, 0.05, -0.03], [0.63, 0.29, 0.19], [-0.12, 0.38, -0.18], [0.37, -0.06, 0.38], [-0.04, -0.11, -0.12], [0.02, -0.36, 0.13], [0.08, -0.51, 0.13], [-0.18, 0.02, 0.07], [-0.03, -0.03, 0.32], [0.03, -0.24, -0.16], [-0.15, 0.20, -0.20], [-0.17, -0.23, -0.06], [-0.21, 0.13, 0.35], [0.45, 0.09, 0.14], [-0.08, -0.03, 0.32], [-0.16, 0.05, -0.26], [-0.12, -0.26, 0.19], [0.17, -0.32, 0.30], [-0.07, 0.24, -0.13], [-0.41, 1.09, -1.70], [-0.05, -0.28, -0.16], [0.02, -0.16, -0.45], [0.27, -0.17, -0.61], [0.02, 0.01, 0.20], [0.18, -0.35, 0.16], [-0.36, -0.15, 0.02], [-0.13, 0.03, -0.18], [0.21, -0.16, -0.36], [-0.50, 0.13, 0.08], [0.12, -0.14, -0.03], [0.11, 0.04, 0.48], [0.10, -0.16, 0.02], [-0.61, 0.21, -0.05], [0.02, 0.36, 0.14], [0.34, -0.05, -0.43], [-0.14, 0.09, -0.14], [0.03, 0.23, -0.16], [0.17, 0.22, -0.05], [0.38, -0.37, 0.10], [0.05, -0.32, -0.16], [0.56, 0.54, -0.04], [-0.05, -0.10, 0.31], [0.14, -0.06, -0.38], [0.43, 0.12, -0.07], [-0.18, 0.11, -0.28], [0.36, -0.01, -0.26], [0.06, 0.10, 0.20], [-0.01, 0.08, 0.20], [-0.20, -0.25, -0.19], [-0.11, -0.30, -0.08], [-0.29, 0.07, 0.22], [0.33, 0.09, 0.28], [0.00, 0.38, -0.26], [0.31, 0.04, 0.07], [-0.16, 0.32, 0.22], [0.02, 0.08, 0.20], [0.07, 0.20, -0.05], [-0.04, 0.11, -0.15], [-0.25, -0.33, 0.09], [-0.17, 0.23, -0.02], [0.21, 0.43, 0.02], [0.40, -0.09, -0.26], [-0.44, -0.09, 0.23]],
  "lowdin_charge": [0.919, 0.901, 0.579, 0.741, 0.753, 0.751, -0.484, -0.307, -0.294, -0.345, -0.055, -0.023, -0.032, -0.055, -0.249, -0.034, -0.461, -0.251, -0.242, -0.045, -0.267, -0.111, -0.065, -0.256, -0.122, -0.246, -0.120, -0.080, -0.026, -0.270, -0.109, -0.253, -0.282, 0.014, 0.051, 0.046, 0.041, 0.083, 0.112, 0.073, 0.106, 0.079, 0.131, 0.043, -0.107, 0.023, 0.107, 0.121, 0.030, 0.085, 0.063, 0.073, 0.033, 0.073, 0.057, 0.064, 0.044, 0.059, 0.085, 0.099, 0.103, 0.003, 0.024, 0.017, 0.078, 0.130, 0.070, 0.094, 0.024, 0.069, 0.010, 0.074, 0.035, 0.070, 0.074, 0.081, 0.129, 0.106, 0.030, 0.065, 0.042, 0.044, 0.071, 0.104, 0.068, 0.103, -0.016, 0.051]
}


[3]
{
  "formula": "C24H31Br3ClF5N5O4",
  "method": "ωB97M-V/def2-TZVPD",
  "multiplicity": 1,
  "charge": 1,
  "e_tot_ev": -277258.8006,
  "elements": ["Br", "Br", "Br", "Cl", "F", "F", "F", "F", "F", "O", "O", "O", "O", "N", "N", "N", "N", "N", "C", "C", "C", "C", "C", "C", "C", "C", "C", "C", "C", "C", "C", "C", "C", "C", "C", "C", "C", "C", "C", "C", "C", "C", "H", "H", "H", "H", "H", "H", "H", "H", "H", "H", "H", "H", "H", "H", "H", "H", "H", "H", "H", "H", "H", "H", "H", "H", "H", "H", "H", "H", "H", "H", "H"],
  "xyz": [[-3.269423, -2.447673, 9.103382], [-1.250134, -0.303045, 7.847949], [-2.879227, -2.283732, 5.926340], [-4.342005, 2.469145, 0.127368], [3.756860, 2.902565, -3.442894], [-1.177953, 0.094540, -3.404451], [3.269260, 4.846061, -4.354953], [-2.581328, 1.151344, -2.086361], [2.726074, 2.966076, -5.436083], [0.875374, -2.823901, 6.066549], [-2.660580, 2.152317, 2.034441], [2.717951, -1.855470, 5.229062], [3.369038, -0.116909, -3.733189], [-0.703305, -0.029175, -1.152011], [1.163801, 0.071911, 0.339900], [1.640249, -0.690743, -1.786015], [-0.952438, -1.551944, 0.701302], [1.351250, -1.076063, -3.091423], [1.425381, 3.562173, -3.448584], [-1.252509, 0.813348, -2.177626], [-1.112926, 3.458081, -2.070298], [-0.466990, 4.744100, -2.315977], [0.767211, 2.260882, -3.197335], [0.144196, 2.163314, 0.748039], [-2.045240, -2.056259, 7.660746], [-0.060024, 0.613027, 1.039952], [0.834656, 4.817186, -2.995324], [2.612055, -1.057789, -3.845341], [1.521057, -1.785949, 5.400374], [2.798958, 3.554205, -4.198110], [0.760008, -0.545278, 4.809962], [0.700512, -0.226742, -0.997604], [-2.684985, 0.097827, 0.688737], [-1.199843, -0.171559, 0.220983], [-0.497295, 2.166537, -2.485642], [0.799425, -0.673903, 3.222085], [-3.077999, 1.554943, 1.091295], [-1.289777, -2.696011, -0.143718], [-0.082878, 0.489620, 2.620614], [3.053972, -2.222334, -4.799771], [0.643522, -2.374106, -3.202934], [-2.503932, -2.640783, -1.136366], [0.173885, 1.426766, 3.167616], [-2.615441, -1.703213, -1.737878], [1.875170, -0.557980, 2.908832], [-1.255992, -1.723463, 1.653804], [0.662271, 2.715482, 1.585019], [-3.034290, -0.561085, 1.534426], [-0.394591, -2.211020, -2.787068], [1.327474, 5.807142, -3.144395], [1.121436, -3.184462, -2.588064], [1.314875, -3.641378, 5.752043], [-2.446688, -3.506501, -1.846433], [3.982662, -1.980882, -5.370784], [-0.336967, -0.523355, 5.125737], [-3.457560, -2.786718, -0.544447], [2.249038, -2.396376, -5.577068], [-0.940307, 5.686710, -1.963339], [0.829965, 2.315712, -0.138508], [1.206321, 0.415724, 5.172470], [-0.370763, -3.000275, -0.736812], [-3.362466, -0.190772, -0.170947], [-1.469936, -3.585465, 0.533327], [-1.152752, 0.251743, 2.909681], [-0.783380, 2.742494, 0.522405], [2.599093, -0.762244, -1.419298], [-2.088903, 3.445232, -1.519714], [0.383824, -1.693306, 2.986835], [1.485908, -0.851872, 0.650500], [-1.237625, -2.779055, 7.722141], [3.128330, -3.168814, -4.196445], [0.473006, -2.682101, -4.271166], [1.294381, 1.363494, -3.589544]],
  "atomic_forces_ev_per_a": [[0.16, 0.11, -0.29], [-0.18, -0.20, 0.05], [0.06, 0.06, 0.15], [0.61, -1.02, 0.09], [-1.24, 0.55, -1.20], [-0.14, 0.31, 1.65], [-0.70, -1.74, -0.06], [1.44, -1.32, 1.20], [0.20, 0.66, 1.69], [-0.39, 0.87, -1.42], [-0.01, -1.03, -0.68], [-1.00, -0.06, -0.13], [-1.11, -0.61, 0.76], [1.27, -0.65, 0.19], [-1.51, -1.86, -2.04], [-1.86, 0.36, -0.23], [-0.06, -0.72, -1.20], [1.97, -1.75, -1.62], [-1.47, -0.05, 0.79], [0.42, 2.16, -4.13], [1.41, -0.15, -0.59], [1.06, -1.96, -0.54], [-0.42, 1.36, 0.41], [-0.02, 0.90, -0.86], [0.10, -0.09, 0.20], [0.83, 2.18, 0.59], [-1.17, -2.21, 0.35], [1.71, 0.52, -1.32], [1.29, 0.46, -0.03], [0.21, 0.61, 0.60], [-1.47, -0.75, 0.17], [0.49, 1.30, 2.55], [-1.72, 0.96, -2.13], [0.05, 0.05, 4.53], [0.88, 2.88, -0.11], [0.06, 0.61, 0.98], [-0.03, 0.91, 0.66], [0.36, -1.59, -0.98], [-0.60, -2.05, 0.17], [-1.77, -0.25, -0.09], [-1.74, -0.39, 0.79], [-0.76, -0.21, 0.61], [-0.15, -0.61, -0.89], [0.29, -0.80, 0.51], [-1.05, -0.40, 0.17], [-0.07, 0.58, -0.33], [-0.64, -0.95, -0.71], [0.98, 0.77, -0.73], [1.14, -0.22, -0.47], [-0.43, -1.15, 0.03], [-0.22, 0.64, -0.77], [0.05, 0.51, 0.63], [0.05, 0.77, 0.62], [-0.73, 0.04, 1.02], [1.46, -0.20, -0.32], [0.90, 0.28, -0.73], [0.82, 0.09, 0.86], [0.33, -0.97, -0.33], [-0.89, -0.24, 0.87], [-0.06, -1.03, -0.34], [-0.94, 0.40, 0.59], [0.70, 0.30, 0.96], [0.25, 1.06, -0.64], [1.10, 0.44, -0.23], [0.66, -0.61, 0.33], [-0.39, 0.34, -0.30], [1.04, 0.03, -0.69], [0.66, 1.00, -0.08], [-0.07, 0.50, 0.74], [-0.10, 0.15, -0.10], [0.13, 0.84, -0.69], [0.58, 0.54, 1.15], [-0.58, 0.74, 0.37]],
  "lowdin_charge": [0.598, 0.611, 0.547, 0.641, 0.101, 0.056, 0.098, 0.088, 0.122, 0.045, 0.049, 0.099, 0.095, 0.172, 0.133, 0.170, -0.018, -0.083, -0.057, -0.380, -0.013, -0.025, 0.053, -0.003, -1.617, -0.317, 0.024, -0.399, -0.468, -0.483, -0.117, -0.158, -0.044, -0.308, -0.081, -0.174, -0.709, -0.238, -0.108, 0.009, -0.042, -0.090, 0.126, 0.059, 0.124, 0.108, 0.108, 0.153, 0.066, 0.125, 0.108, 0.131, 0.089, 0.104, 0.058, 0.090, 0.095, 0.113, 0.090, 0.134, 0.085, 0.111, 0.135, 0.120, 0.072, 0.206, 0.087, 0.114, 0.138, -0.040, 0.096, 0.116, 0.098]
}